Below is C31H27F5GeO5PScTe as an isolated structure, with properties calculated with ωB97M-V/def2-TZVPD.

```
! RIJCOSX wB97M-V def2-TZVPD def2/J DEFGRID3
* xyz 1 2
Sc 0.1946 -0.0561 0.4690
O -1.2036 3.6456 -1.0520
C -1.2319 2.6435 -0.3908
O -0.3080 1.7100 -0.3657
C -2.4581 2.3896 0.5118
P -2.6504 0.6217 0.9203
C -4.1713 -0.0718 0.2613
C -4.1413 -0.6139 -1.0199
C -5.3063 -1.1028 -1.5907
C -6.4948 -1.0613 -0.8777
C -6.5292 -0.5199 0.4028
C -5.3727 -0.0153 0.9736
C -2.4700 0.2407 2.6198
C -1.5469 1.1045 3.4312
C -1.0034 0.4813 4.6664
C -1.5265 -0.6519 5.1629
C -2.5317 -1.3370 4.4192
C -2.9855 -0.9192 3.1844
H -3.3554 2.7394 0.0027
H -2.3272 2.9795 1.4187
H -3.2099 -0.6469 -1.5704
H -5.2805 -1.5151 -2.5914
H -7.4035 -1.4474 -1.3204
H -7.4605 -0.4813 0.9519
H -5.4038 0.4245 1.9630
H -2.1918 1.9313 3.7971
H -0.2042 1.0250 5.1538
H -1.1665 -1.0758 6.0893
H -2.9325 -2.2580 4.8261
H -3.6892 -1.5268 2.6318
F 1.7944 -1.2364 0.0116
Te 0.6782 -3.1996 -0.2928
F 2.0941 -4.0380 -1.1995
F -0.3665 -1.9780 1.1614
F -0.4193 -4.6839 -0.0077
F 1.5714 -3.6866 1.2364
O -0.6955 -0.9809 -1.3024
C 1.5552 0.1976 -3.0561
Ge -0.1188 -0.7609 -3.0424
C -1.5878 0.0501 -4.0077
C -2.0028 -0.5659 -5.1869
C -3.0231 0.0141 -5.9309
C -3.6275 1.1838 -5.4933
C -3.2117 1.7938 -4.3172
C -2.1898 1.2286 -3.5678
C 0.1449 -2.6264 -3.5648
C 1.3392 -2.9134 -4.1572
C 1.6764 -4.2584 -4.4694
C 0.8187 -5.2604 -4.1530
C -0.4355 -4.9955 -3.5412
C -1.3350 -6.0458 -3.2094
C -2.5392 -5.7824 -2.6429
C -2.9199 -4.4398 -2.3860
C -2.0781 -3.4147 -2.6873
C -0.8038 -3.6595 -3.2577
H 1.7572 0.5181 -4.0781
H 2.3624 -0.4352 -2.6930
H 1.4893 1.0917 -2.4353
H -1.5398 -1.4864 -5.5207
H -3.3442 -0.4515 -6.8537
H -4.4222 1.6280 -6.0784
H -3.6699 2.7182 -3.9896
H -1.8394 1.7330 -2.6776
H 2.0566 -2.1355 -4.3855
H 2.6307 -4.4682 -4.9340
H 1.0755 -6.2921 -4.3623
H -1.0330 -7.0649 -3.4202
H -3.2146 -6.5893 -2.3924
H -3.8893 -4.2341 -1.9490
H -2.3824 -2.3936 -2.5019
O -0.5594 1.7147 2.6588
O 0.3621 0.6429 2.3692
*
```

Its expectation value of S² is 0.76. The largest force on an atom comes out at 1.0 eV Å⁻¹. The value obtained for the gap between HOMO and LUMO (spin up / spin down) is 5.68 / 4.46 eV. The molecular weight is 850.7 g/mol.